The following is a quantum chemistry calculation of a molecular structure, C13H23AuClIOP2, from OMol25.

Computed properties:
Charge ... +2
Relative energy (zero: lowest compared OMol25 entry of this formula, charge and spin) ... 137.5 kcal/mol
⟨S²⟩ ... 2.3503
E ... -58770.27022 eV
HOMO-LUMO gap (alpha / beta) ... 6.9417 / 5.5067 eV
Multiplicity ... 3

Positions of all 42 atoms, in Å:
C: 1.826 -1.376 -2.101
I: 2.381 2.088 -1.949
H: 0.984 -2.024 -2.292
H: 2.339 -2.080 -1.359
H: 2.439 -1.737 -2.998
Au: -2.057 0.005 0.733
P: 0.100 0.285 -3.135
C: 1.525 0.465 -4.284
C: -0.671 -1.110 -3.953
H: -2.047 1.295 -3.082
H: -1.049 1.630 -4.595
H: -0.737 2.545 -3.053
C: -1.080 1.597 -3.500
H: -1.622 -1.352 -3.501
H: -0.831 -0.742 -4.967
H: 1.072 0.464 -5.261
H: 2.250 -0.338 -4.098
H: -0.002 -1.961 -3.990
H: 2.029 1.474 -4.116
C: 1.901 -0.057 -1.074
O: 3.158 -0.125 -0.604
Cl: -3.161 -0.168 -1.274
C: 1.863 0.879 2.149
P: 0.374 -0.309 1.836
C: 1.204 -1.956 2.436
C: -0.688 0.213 3.157
C: -0.875 -0.347 4.411
C: -2.062 -0.060 5.155
C: -2.991 0.796 4.594
C: -2.862 1.371 3.357
C: -1.723 1.068 2.606
H: 1.542 1.873 1.839
H: 2.764 0.607 1.604
H: 2.154 0.899 3.230
H: 2.093 -2.145 1.831
H: 1.472 -1.895 3.516
H: 0.456 -2.724 2.243
H: -0.093 -1.038 4.730
H: -2.190 -0.548 6.118
H: -3.927 0.955 5.164
H: -3.671 1.917 2.863
H: -1.586 1.668 1.612

The following is a quantum chemistry calculation of a gas-phase ion, C13H23B2Br2N4O3S (charge -1), from OMol25.

Computed properties:
Charge ... -1
E ... -178235.33701 eV
HOMO-LUMO gap ... 7.9672 eV
Multiplicity ... 1

Positions of all 48 atoms, in Å:
C: 4.742 -1.720 1.934
C: 3.306 -1.971 1.433
B: 2.885 -0.775 0.468
O: 3.271 -0.832 -0.855
C: 2.036 0.401 1.113
O: 0.801 -0.191 1.439
B: -0.294 0.332 0.581
C: -0.806 -0.727 -0.548
C: -1.606 -1.920 -0.003
C: -3.051 -1.578 0.360
C: -4.014 -1.754 -0.822
N: -5.309 -1.085 -0.538
C: -5.276 0.288 -0.820
N: -5.003 0.719 -1.984
N: -5.580 1.109 0.298
N: -1.463 0.776 1.618
C: -1.163 1.466 2.538
S: -0.920 2.556 3.693
O: 0.281 1.495 -0.151
C: 1.600 1.655 0.284
C: 2.573 2.277 -0.693
Br: 3.749 3.539 0.169
C: 2.701 2.095 -2.000
C: 3.696 2.746 -2.912
Br: 1.519 0.925 -2.935
H: 4.817 -0.794 2.505
H: 5.049 -2.551 2.574
H: 5.448 -1.701 1.102
H: 2.595 -2.070 2.253
H: 3.305 -2.912 0.865
H: 3.240 -1.755 -1.130
H: 2.605 0.832 1.951
H: 0.114 -1.127 -0.985
H: -1.363 -0.153 -1.295
H: -1.656 -2.689 -0.791
H: -1.083 -2.406 0.824
H: -3.386 -2.290 1.128
H: -3.154 -0.578 0.778
H: -3.593 -1.315 -1.724
H: -4.197 -2.815 -0.995
H: -5.487 -1.178 0.456
H: -5.014 1.733 -2.003
H: -5.295 2.063 0.119
H: -5.023 0.806 1.093
H: 1.527 2.435 1.063
H: 3.232 3.510 -3.537
H: 4.534 3.164 -2.361
H: 4.108 1.965 -3.555

The following is a quantum chemistry calculation of 8 unconnected molecules or ions with the total composition C13H23Br4Cl15, from OMol25.

Computed properties:
E ... -481860.98718 eV
SMILES ... ClC(Cl)Cl.ClC(Cl)Cl.ClC(Cl)Cl.BrCCBr.BrCCBr.ClCCCl.ClCCCl.ClCCCl
HOMO-LUMO gap ... 10.5046 eV
Multiplicity ... 1

Positions of all 55 atoms, in Å:
Cl: 15.949 10.752 10.004
C: 16.601 9.492 11.006
Cl: 15.343 8.672 11.914
Cl: 17.790 10.163 12.163
H: 17.168 8.806 10.412
Cl: 14.542 11.214 15.050
C: 13.817 12.691 14.360
Cl: 12.894 12.168 12.957
Cl: 15.128 13.873 13.910
H: 13.184 13.108 15.132
Cl: 12.885 17.247 6.803
C: 11.801 15.846 6.859
Cl: 11.058 15.525 5.292
Cl: 10.500 16.191 8.014
H: 12.380 15.011 7.189
Br: 11.413 17.523 12.205
C: 12.965 16.882 11.203
C: 12.568 15.488 10.907
Br: 14.006 14.722 9.699
H: 13.888 16.790 11.812
H: 13.080 17.549 10.332
H: 11.695 15.433 10.258
H: 12.431 14.841 11.752
Br: 8.557 6.209 5.894
C: 7.640 7.422 7.212
C: 8.712 8.325 7.796
Br: 7.901 9.585 9.008
H: 7.272 6.708 7.941
H: 6.906 7.979 6.666
H: 9.204 8.887 6.978
H: 9.464 7.742 8.313
Cl: 10.948 12.987 8.715
C: 11.878 11.450 8.973
C: 11.270 10.607 10.066
Cl: 12.070 9.000 10.138
H: 12.889 11.726 9.306
H: 11.969 10.834 8.098
H: 10.281 10.356 9.746
H: 11.361 10.968 11.104
Cl: 9.558 8.686 12.419
C: 8.325 9.630 13.221
C: 8.782 11.019 13.609
Cl: 8.958 12.188 12.292
H: 8.097 9.153 14.161
H: 7.408 9.619 12.660
H: 9.642 11.010 14.253
H: 8.002 11.520 14.207
Cl: 5.891 14.520 6.075
C: 7.618 14.101 6.472
C: 7.616 12.632 6.854
Cl: 7.418 11.603 5.462
H: 7.912 14.745 7.304
H: 8.218 14.264 5.586
H: 6.774 12.575 7.545
H: 8.600 12.416 7.308

The following is a quantum chemistry calculation of a gas-phase ion, C13H23ClFNO6PS (charge -1), from OMol25.

Computed properties:
Charge ... -1
E ... -62991.07808 eV
SMILES ... CC(C)CN(CCCCS(=O)(=O)Cl)[C@](CC(=O)F)(C(=O)[O-])P(C)O
HOMO-LUMO gap ... 6.5430 eV
Multiplicity ... 1

Positions of all 47 atoms, in Å:
C: 3.906 -1.031 1.032
C: 3.093 0.058 0.153
C: 3.998 0.530 -1.111
C: 1.645 -0.535 -0.331
N: 0.533 0.074 0.422
C: -0.396 -0.875 1.060
C: -0.941 -2.079 0.151
C: -2.534 -2.203 0.039
C: -3.316 -2.165 1.436
S: -5.152 -2.417 1.108
O: -5.411 -3.884 0.909
O: -5.565 -1.596 -0.101
Cl: -6.323 -1.719 2.693
C: -0.098 1.257 -0.177
C: -0.478 2.259 1.060
C: 0.840 2.736 1.861
O: 1.369 1.991 2.700
F: 1.336 4.039 1.510
C: -1.498 0.991 -0.936
O: -1.628 0.233 -1.961
O: -2.659 1.611 -0.457
P: 0.966 2.299 -1.349
C: 0.926 1.655 -3.126
O: 0.230 3.874 -1.454
H: 3.199 -1.593 1.748
H: 4.436 -1.730 0.301
H: 4.694 -0.472 1.647
H: 2.902 1.017 0.760
H: 3.689 0.013 -2.094
H: 3.924 1.662 -1.297
H: 5.090 0.285 -0.838
H: 1.742 -1.668 -0.106
H: 1.536 -0.492 -1.484
H: 0.173 -1.361 1.945
H: -1.288 -0.340 1.523
H: -0.570 -3.073 0.618
H: -0.532 -2.091 -0.924
H: -3.028 -1.453 -0.671
H: -2.746 -3.244 -0.422
H: -3.252 -1.096 1.874
H: -2.914 -2.860 2.244
H: -1.010 3.208 0.697
H: -1.165 1.775 1.826
H: 0.677 0.546 -3.220
H: 0.261 2.292 -3.825
H: 1.998 1.784 -3.541
H: -0.657 3.789 -1.894

The following is a quantum chemistry calculation of a molecular structure, C13H23ClHgNO4P, from OMol25.

Computed properties:
Relative energy (zero: lowest compared OMol25 entry of this formula, charge and spin) ... 0.0 kcal/mol
E ... -49510.26450 eV
HOMO-LUMO gap ... 8.1625 eV
Multiplicity ... 1

Positions of all 44 atoms, in Å:
C: 3.748 2.049 0.481
C: 2.737 2.189 1.428
C: 1.583 1.375 1.397
C: 1.484 0.379 0.426
C: 2.460 0.288 -0.573
C: 3.616 1.080 -0.511
C: 0.559 1.551 2.499
C: -0.904 1.862 2.116
N: -1.351 1.407 0.805
Hg: 0.072 -1.222 0.577
C: 2.288 -0.696 -1.712
P: 0.482 -0.874 -2.083
H: 2.821 2.929 2.225
H: 4.399 0.907 -1.250
H: 4.639 2.678 0.521
H: 2.640 -1.704 -1.451
H: 2.783 -0.379 -2.635
H: 0.536 0.651 3.138
H: 0.880 2.394 3.124
H: -1.550 1.382 2.867
C: 0.305 -2.388 -3.073
C: 0.213 0.561 -3.178
H: -1.063 2.957 2.161
C: -1.010 2.297 -0.296
C: -2.770 1.070 0.791
H: -1.033 -2.518 0.327
H: -1.476 3.291 -0.164
H: 0.077 2.433 -0.357
H: -1.380 1.878 -1.243
H: -3.401 1.959 0.965
H: -3.035 0.638 -0.184
H: -2.974 0.346 1.592
H: 0.773 0.413 -4.115
H: -0.864 0.643 -3.393
H: 0.547 1.488 -2.688
H: 0.956 -2.353 -3.956
H: 0.551 -3.257 -2.445
H: -0.749 -2.463 -3.379
H: -2.785 -3.009 0.706
O: -2.106 -5.137 1.139
Cl: -2.938 -4.563 2.156
O: -4.232 -5.153 2.245
O: -2.281 -4.374 3.405
O: -3.248 -3.003 1.597

The following is a quantum chemistry calculation of 3 unconnected molecules or ions with the total composition C13H23ClO9S2, from OMol25.

Computed properties:
E ... -66471.19824 eV
SMILES ... CCCC1=C(Cl)C(=O)OC1=O.CCOS(C)(=O)=O.CCOS(C)(=O)=O
HOMO-LUMO gap ... 9.2283 eV
Multiplicity ... 1

Positions of all 48 atoms, in Å:
C: 0.818 -4.002 -1.912
C: -0.054 -3.862 -0.560
C: 0.801 -3.532 0.759
C: 1.807 -2.302 0.626
C: 1.811 -1.136 -0.195
Cl: 0.564 -0.694 -1.429
C: 3.125 -0.373 0.298
O: 3.574 0.654 -0.283
O: 3.753 -1.010 1.453
C: 3.070 -2.270 1.603
O: 3.400 -3.163 2.406
H: 0.765 -5.052 -2.387
H: 0.316 -3.303 -2.690
H: 1.892 -3.635 -1.785
H: -0.527 -4.907 -0.382
H: -0.963 -3.153 -0.674
H: 1.420 -4.462 1.056
H: 0.044 -3.359 1.618
C: -3.924 1.116 -6.705
C: -2.593 1.300 -5.999
O: -2.759 1.859 -4.695
S: -3.337 0.912 -3.518
C: -3.001 1.999 -2.162
O: -2.497 -0.253 -3.400
O: -4.765 0.804 -3.664
H: -4.541 0.371 -6.198
H: -3.774 0.783 -7.734
H: -4.489 2.052 -6.712
H: -2.040 0.358 -5.945
H: -1.980 2.001 -6.571
H: -1.923 2.117 -2.059
H: -3.417 1.545 -1.263
H: -3.484 2.957 -2.350
C: 3.150 1.796 3.253
C: 2.060 0.894 3.802
O: 1.609 1.337 5.084
S: 0.668 2.650 5.159
C: 0.187 2.492 6.854
O: -0.489 2.444 4.326
O: 1.492 3.823 5.032
H: 2.765 2.797 3.045
H: 3.552 1.390 2.323
H: 3.962 1.906 3.976
H: 1.220 0.817 3.104
H: 2.463 -0.113 3.934
H: -0.410 1.589 6.973
H: -0.403 3.370 7.115
H: 1.084 2.451 7.473

The following is a quantum chemistry calculation of 2 unconnected molecules or ions with the total composition C13H23F3N3O4P2S, from OMol25.

Computed properties:
Charge ... +1
Relative energy (zero: lowest compared OMol25 entry of this formula, charge and spin) ... 279.7 kcal/mol
E ... -64059.60050 eV
HOMO-LUMO gap ... 4.2259 eV
Multiplicity ... 1

Positions of all 49 atoms, in Å:
C: -1.250 -1.681 -3.274
C: -0.075 -1.043 -2.268
C: 0.862 0.132 -2.923
N: 0.068 -1.560 -0.978
C: 1.556 -1.581 -0.685
C: 2.122 -0.346 0.268
P: 1.066 1.034 1.054
O: 2.113 2.467 1.134
O: 0.755 0.583 2.709
S: -0.498 1.576 0.036
C: 3.731 -0.339 0.576
C: 4.648 -1.529 -0.076
N: 4.077 -2.661 -0.956
P: 5.320 -3.820 -1.548
N: 5.605 -4.829 -0.272
C: 2.571 -2.771 -1.281
C: 2.067 -4.039 -2.185
F: 0.606 -4.134 -2.402
F: 2.659 -3.823 -3.560
F: 2.465 -5.382 -1.616
H: -1.721 -2.678 -2.823
H: -0.691 -2.034 -4.267
H: -2.078 -0.900 -3.554
H: 0.221 0.689 -3.746
H: 1.254 0.938 -2.171
H: 1.832 -0.332 -3.438
H: 2.674 2.529 0.303
H: 0.359 -0.336 2.764
H: 4.237 0.482 1.266
H: 5.814 -1.494 0.174
H: 4.879 -4.670 -2.621
H: 6.581 -3.189 -1.854
H: 6.601 -4.760 0.030
C: -2.532 3.247 3.016
O: -3.545 4.228 2.822
C: -4.098 4.180 1.502
C: -5.457 3.472 1.494
O: -5.321 2.082 1.804
C: -5.683 1.792 3.150
H: -2.318 3.183 4.087
H: -2.846 2.260 2.667
H: -1.620 3.550 2.495
H: -3.401 3.702 0.803
H: -4.239 5.217 1.179
H: -5.878 3.533 0.485
H: -6.158 3.959 2.182
H: -6.771 1.838 3.258
H: -5.213 2.481 3.856
H: -5.350 0.777 3.383

The following is a quantum chemistry calculation of a molecular structure, C13H23F5NOPRuTe, from OMol25.

Computed properties:
Charge ... +2
Relative energy (zero: lowest compared OMol25 entry of this formula, charge and spin) ... 0.0 kcal/mol
⟨S²⟩ ... 6.0176
E ... -50121.57242 eV
HOMO-LUMO gap (alpha / beta) ... 7.9865 / 5.5836 eV
Multiplicity ... 5

Positions of all 46 atoms, in Å:
C: 0.384 -2.258 -3.404
C: -0.475 -1.166 -3.318
C: -0.472 -0.324 -2.191
C: 0.456 -0.659 -1.197
C: 1.303 -1.772 -1.245
C: 1.298 -2.546 -2.402
C: -1.292 0.932 -2.238
C: -2.397 1.205 -1.169
N: -2.301 0.494 0.084
Ru: 1.044 0.498 0.523
C: 2.205 -2.098 -0.097
P: 1.329 -1.416 1.413
H: -1.165 -0.923 -4.121
H: 2.019 -3.359 -2.424
H: 0.356 -2.903 -4.271
H: 3.174 -1.571 -0.170
H: 2.346 -3.192 -0.011
H: -0.594 1.788 -2.304
H: -1.842 0.897 -3.191
H: -2.282 2.284 -0.931
C: 2.542 -1.146 2.694
C: 0.216 -2.790 1.876
H: -3.410 0.970 -1.650
C: -2.631 -0.907 0.132
C: -2.636 1.246 1.276
H: 2.221 1.317 1.449
H: -3.751 -1.135 0.071
H: -2.096 -1.437 -0.666
H: -2.243 -1.307 1.079
H: -3.757 1.309 1.493
H: -2.122 0.779 2.127
H: -2.227 2.262 1.186
H: 0.824 -3.667 2.160
H: -0.401 -2.443 2.719
H: -0.436 -3.045 1.023
H: 3.103 -2.082 2.805
H: 3.165 -0.294 2.378
H: 1.997 -0.870 3.608
H: 1.743 1.078 1.961
F: 2.564 3.225 1.339
Te: 0.944 4.038 0.670
F: 1.571 5.654 1.487
F: -0.663 4.903 0.062
F: 0.095 3.613 2.320
F: 1.868 4.454 -0.948
O: 0.425 2.364 0.012

The following is a quantum chemistry calculation of C13H23FN4 in the gas phase, from OMol25.

Computed properties:
Relative energy (zero: lowest compared OMol25 entry of this formula, charge and spin) ... 7.9 kcal/mol
E ... -22529.78105 eV
SMILES ... CCCCCCCCc1nnc([C@@H](F)CC)nn1
HOMO-LUMO gap ... 8.7130 eV
Multiplicity ... 1

Positions of all 41 atoms, in Å:
C: 2.992 -1.548 1.540
C: 1.497 -1.384 1.301
C: 0.638 -2.081 2.389
C: -0.264 -1.113 3.166
C: -1.712 -1.062 2.659
C: -1.869 -0.146 1.435
C: -2.111 1.329 1.803
C: -1.009 2.299 1.385
C: -0.609 2.133 -0.026
N: 0.620 1.714 -0.264
N: 0.957 1.525 -1.529
C: 0.029 1.775 -2.424
C: 0.360 1.503 -3.867
F: 1.727 1.536 -4.011
C: -0.188 0.120 -4.242
C: 0.885 -0.961 -4.253
N: -1.185 2.229 -2.196
N: -1.523 2.419 -0.935
H: 3.282 -2.593 1.549
H: 3.523 -1.085 0.714
H: 3.312 -1.022 2.432
H: 1.293 -0.328 1.364
H: 1.279 -1.763 0.308
H: 0.023 -2.850 1.936
H: 1.334 -2.508 3.100
H: 0.129 -0.099 3.186
H: -0.291 -1.441 4.203
H: -2.398 -0.766 3.441
H: -1.970 -2.066 2.340
H: -2.734 -0.508 0.889
H: -1.008 -0.300 0.791
H: -3.055 1.635 1.372
H: -2.229 1.396 2.880
H: -0.151 2.142 2.025
H: -1.313 3.329 1.540
H: -0.058 2.299 -4.473
H: -0.936 -0.183 -3.520
H: -0.678 0.141 -5.210
H: 1.225 -1.178 -3.250
H: 0.476 -1.875 -4.665
H: 1.712 -0.664 -4.880

The following is a quantum chemistry calculation of C13H23N3O2 in the gas phase, from OMol25.

Computed properties:
Relative energy (zero: lowest compared OMol25 entry of this formula, charge and spin) ... 23.6 kcal/mol
E ... -22420.16278 eV
SMILES ... CC(C)(C)NC(=O)C(=O)NN=C1CCCCCC1
HOMO-LUMO gap ... 9.7073 eV
Multiplicity ... 1

Positions of all 41 atoms, in Å:
C: -4.521 -2.027 0.452
C: -4.170 -0.576 0.133
C: -4.760 0.365 1.187
C: -4.673 -0.192 -1.261
N: -2.714 -0.464 0.158
C: -1.993 0.635 -0.062
O: -2.397 1.754 -0.339
C: -0.493 0.345 0.070
O: -0.077 -0.759 0.394
N: 0.225 1.443 -0.208
N: 1.553 1.677 0.051
C: 2.483 0.921 -0.369
C: 3.844 1.242 0.169
C: 4.172 0.245 1.292
C: 4.870 -1.032 0.816
C: 4.371 -1.601 -0.516
C: 2.855 -1.562 -0.712
C: 2.360 -0.239 -1.307
H: -5.600 -2.159 0.443
H: -4.087 -2.697 -0.288
H: -4.149 -2.304 1.436
H: -5.844 0.301 1.183
H: -4.468 1.389 0.968
H: -4.395 0.102 2.177
H: -5.757 -0.263 -1.301
H: -4.250 -0.855 -2.012
H: -4.378 0.828 -1.488
H: -2.166 -1.285 0.391
H: -0.331 2.293 -0.295
H: 4.600 1.194 -0.615
H: 3.818 2.252 0.577
H: 4.816 0.732 2.026
H: 3.241 -0.009 1.801
H: 5.942 -0.840 0.716
H: 4.749 -1.789 1.594
H: 4.844 -1.069 -1.345
H: 4.709 -2.638 -0.576
H: 2.334 -1.751 0.227
H: 2.571 -2.354 -1.408
H: 2.956 -0.006 -2.197
H: 1.323 -0.356 -1.622

no.,maximum force (Eh/bohr)
1,0.1861
2,0.0439
3,0.0472
4,0.1197
5,0.0326
6,0.1173
7,0.1288
8,0.1451
9,0.0264
10,0.0206